Formula: C16H26NO
Source: the Open Molecules 2025 dataset
Level of theory: ωB97M-V with the def2-TZVPD basis set

Summary:
Structure (SMILES) = CC[C@H](O)C[N@+]1(C)CC[C@@H](c2ccccc2)CC1
HOMO = -11.81 eV
Net charge = +1
HOMO-LUMO gap = 0.3516 Ha
Molecular weight = 248.39 Da
E = -754.948102 Ha

```
44
Properties=species:S:1:pos:R:3:forces:R:3
C 0.293223 4.743103 -2.660319 -4.06 1.29 0.50
C -0.386567 4.020315 -1.462617 1.97 -0.38 -0.05
C -0.183627 2.484251 -1.561680 -2.91 1.52 -0.13
O -0.990139 2.154779 -2.802033 1.13 -0.95 2.02
C -0.803236 1.867802 -0.152927 2.24 -0.27 -4.18
N -0.946143 0.347530 -0.189627 -0.56 0.27 1.49
C -2.107337 -0.030941 -1.028926 1.15 -0.69 -1.82
C 0.293867 -0.468254 -0.531320 0.83 0.74 1.56
C 1.368259 -0.234588 0.538859 -1.64 1.19 2.12
C 0.897311 -0.863104 1.896341 1.24 -2.35 -3.04
C 0.925772 -2.372965 1.645197 -0.02 -0.14 0.11
C 2.123500 -2.980948 1.280553 1.91 2.88 0.39
C 2.321431 -4.228538 0.835230 -2.71 -2.32 0.04
C 1.227572 -5.117652 0.798044 -3.16 1.16 0.91
C -0.046913 -4.592983 1.242007 3.75 1.93 0.39
C -0.143599 -3.206437 1.698026 -1.22 -2.99 -0.79
C -0.359954 -0.257238 2.263715 -1.54 0.22 1.93
C -1.372895 -0.052371 1.202193 -1.62 -0.63 0.37
H 0.154457 5.800666 -2.369941 0.26 -0.22 -0.64
H -0.282999 4.611815 -3.637796 1.03 0.09 1.21
H 1.301751 4.571594 -2.719461 2.43 -0.68 -0.43
H -1.408276 4.318330 -1.403511 -1.00 -0.27 -0.20
H 0.041377 4.420906 -0.533896 0.29 -0.18 -0.09
H 0.889837 2.303645 -1.658285 -0.20 -0.55 -0.16
H -0.714551 2.720882 -3.540286 0.19 -0.09 0.55
H -0.005651 2.117146 0.536047 -0.45 0.11 0.49
H -1.760575 2.338220 0.004081 -0.24 -0.19 0.36
H -3.013014 0.429428 -0.731281 -0.66 0.63 0.62
H -1.832783 0.309037 -2.017982 -0.34 -0.01 -0.40
H -2.241267 -1.119715 -1.050258 0.22 0.31 0.23
H 0.738994 -0.239694 -1.437704 0.19 1.38 -2.11
H 0.070384 -1.505573 -0.692242 -0.77 -0.60 0.69
H 1.452267 0.844783 0.796639 0.09 -0.39 -0.68
H 2.349215 -0.545707 0.302005 0.77 -0.56 -0.72
H 1.581699 -0.685489 2.650722 1.68 0.60 1.43
H 3.022275 -2.347748 1.397364 -0.36 -0.31 -0.26
H 3.230386 -4.640648 0.591859 2.26 -0.35 -0.46
H 1.185557 -6.191558 0.550390 0.76 0.76 -0.07
H -0.800194 -5.282348 1.448219 -1.48 -0.77 -0.04
H -1.100660 -2.925229 2.114814 -0.15 0.25 -0.06
H -0.152865 0.718929 2.698377 0.05 -0.01 0.46
H -0.896279 -0.916435 3.021550 0.62 1.13 -0.54
H -1.839825 -1.032134 1.018680 -0.33 0.54 0.25
H -2.079786 0.715134 1.651178 0.35 -1.06 -1.25
```
Positions in Å, forces in eV/Å.